No. 1
The following is a DFT calculation (wB97M-V/def2-TZVPD) of C38H48As2N5O11S4V as an isolated structure in a non-equilibrium geometry.

Values from the calculation:
total charge: +1
spin multiplicity: 2
Kohn-Sham gap (spin up / spin down): 6.458 / 5.719 eV
electronic energy: -260858.528 eV
max |F|: 0.07442 hartree/bohr

```
109
Properties=species:S:1:pos:R:3:lowdin_charge:R:1
V -0.012 0.416 -0.093 0.656
C -2.865 -2.230 1.535 -0.501
C -3.665 -1.907 0.275 -0.468
S -3.021 -0.462 -0.647 0.876
C -2.920 -1.103 -2.346 -0.494
C -2.044 -2.332 -2.534 -0.463
S -0.364 -2.099 -1.852 0.887
C -0.127 -3.640 -0.942 -0.505
C -0.928 -3.796 0.343 -0.449
S -1.057 -2.262 1.328 0.875
H -3.046 -1.496 2.318 0.057
H -3.156 -3.203 1.929 0.089
H -3.681 -2.751 -0.412 0.066
H -4.694 -1.683 0.556 0.083
H -3.930 -1.297 -2.706 0.091
H -2.513 -0.257 -2.902 0.062
H -2.473 -3.215 -2.064 0.069
H -1.938 -2.534 -3.599 0.085
H -0.321 -4.480 -1.609 0.098
H 0.932 -3.645 -0.708 0.018
H -1.948 -4.120 0.144 0.072
H -0.441 -4.545 0.967 0.085
N 2.002 3.583 1.365 0.203
C 2.997 3.332 0.439 -0.173
C 4.186 3.993 0.160 -0.008
C 4.958 3.479 -0.862 -0.062
C 4.551 2.355 -1.590 -0.063
C 3.370 1.697 -1.311 -0.037
C 2.587 2.189 -0.268 -0.202
N 1.368 1.763 0.258 0.026
C 1.055 2.629 1.212 -0.234
C -0.198 2.439 1.873 -0.306
C -0.891 3.211 2.755 -0.306
S -2.398 2.498 3.094 1.114
C -2.025 1.209 2.041 -0.451
N -0.853 1.287 1.465 -0.087
H 1.978 4.352 2.011 0.173
H 4.487 4.873 0.714 0.116
H 5.896 3.957 -1.111 0.113
H 5.180 1.989 -2.389 0.116
H 3.042 0.848 -1.891 0.091
H -0.598 4.149 3.197 0.088
H -2.748 0.443 1.833 0.038
C 1.010 -0.119 4.147 -0.026
O 1.452 -0.674 2.899 -0.137
C 1.705 -2.001 2.950 -0.653
O 1.496 -2.641 3.948 0.047
C 2.228 -2.572 1.672 -0.360
C 2.962 -3.704 1.791 -0.276
As 4.179 -3.560 3.324 1.410
C 5.310 -5.162 3.286 -0.272
C 5.137 -2.323 2.046 -0.267
C 4.644 -1.399 1.228 -0.236
As 2.783 -1.234 0.349 1.394
C 3.215 -2.224 -1.290 -0.236
C 5.532 -0.367 0.597 -0.547
O 5.731 -0.391 -0.594 0.088
O 6.084 0.603 1.324 0.005
C 5.821 0.827 2.714 -0.018
C 6.558 -2.372 2.522 -0.564
O 6.771 -2.209 3.700 0.091
O 7.560 -2.634 1.693 0.019
C 7.367 -3.071 0.341 -0.012
C 3.224 -4.621 0.663 -0.551
O 2.328 -5.185 0.082 0.108
O 4.517 -4.814 0.380 -0.092
C 4.815 -5.774 -0.645 -0.012
H 1.235 0.941 4.113 0.088
H 1.531 -0.596 4.973 0.099
H -0.062 -0.282 4.269 0.099
H 4.670 -6.018 3.499 0.037
H 6.010 -5.047 4.113 0.032
H 5.862 -5.336 2.369 0.020
H 3.332 -3.297 -1.168 0.015
H 4.134 -1.798 -1.688 0.033
H 2.410 -2.026 -1.999 0.002
H 6.728 0.634 3.280 0.101
H 5.021 0.198 3.097 0.088
H 5.548 1.876 2.819 0.093
H 8.190 -2.663 -0.237 0.107
H 6.425 -2.732 -0.081 0.072
H 7.410 -4.160 0.315 0.092
H 5.796 -6.182 -0.416 0.095
H 4.829 -5.281 -1.617 0.101
H 4.071 -6.566 -0.655 0.097
C -1.218 6.097 -3.153 -0.075
C -1.063 4.930 -2.183 -0.151
C -1.829 3.623 -2.575 -0.291
C -3.310 3.893 -2.869 -0.167
C -4.075 2.606 -3.173 -0.062
C -1.152 3.079 -3.818 -0.394
O -1.327 3.517 -4.926 0.126
N -0.234 2.056 -3.612 0.238
C -0.076 1.373 -2.433 -0.551
O 0.750 0.458 -2.322 -0.083
N -0.832 1.674 -1.365 0.038
C -1.699 2.739 -1.335 -0.427
O -2.318 3.021 -0.326 0.077
H -0.539 6.899 -2.867 0.079
H -2.232 6.494 -3.129 0.079
H -0.990 5.803 -4.176 0.074
H -1.432 5.221 -1.199 0.120
H -0.001 4.678 -2.079 0.123
H -3.373 4.562 -3.725 0.117
H -3.746 4.390 -2.002 0.128
H -3.640 2.094 -4.035 0.081
H -5.115 2.826 -3.408 0.082
H -4.058 1.931 -2.313 0.055
H 0.315 1.755 -4.404 0.174
```

=====

No. 2
The following is a DFT calculation (wB97M-V/def2-TZVPD) of C38H48AuN2Si2 as an isolated structure in a non-equilibrium geometry.

Values from the calculation:
total charge: +1
spin multiplicity: 3
Kohn-Sham gap (spin up / spin down): 8.083 / 5.232 eV
electronic energy: -62606.223 eV
max |F|: 0.02334 hartree/bohr

```
91
Properties=species:S:1:pos:R:3:lowdin_charge:R:1
Au 0.000 -0.941 -0.941 0.709
C 2.094 -0.546 -0.888 -0.428
Si 2.633 1.042 -1.610 0.603
C 1.581 2.619 -1.048 -0.141
N 0.197 2.389 -1.030 -0.084
C -0.528 2.243 -2.280 -0.138
C -1.452 3.448 -2.513 -0.143
C -2.366 3.646 -1.308 -0.186
C -1.521 3.839 -0.052 -0.146
C -0.605 2.623 0.152 -0.144
C 2.583 1.007 -3.476 -0.281
C 2.392 -0.190 -4.169 -0.087
C 2.407 -0.221 -5.557 -0.069
C 2.614 0.946 -6.278 -0.074
C 2.813 2.147 -5.608 -0.077
C 2.799 2.172 -4.222 -0.115
C 4.346 1.477 -0.979 -0.250
C 5.450 1.445 -1.834 -0.081
C 6.728 1.715 -1.358 -0.073
C 6.920 2.021 -0.019 -0.080
C 5.835 2.053 0.847 -0.085
C 4.562 1.780 0.369 -0.114
H 2.454 -0.674 0.139 -0.042
H 2.549 -1.351 -1.480 -0.018
H 1.844 3.408 -1.763 0.116
H 1.927 2.919 -0.059 0.092
H -1.134 1.335 -2.218 0.105
H 0.185 2.123 -3.092 0.117
H -2.032 3.267 -3.417 0.125
H -0.847 4.346 -2.671 0.123
H -3.005 2.766 -1.183 0.117
H -3.015 4.508 -1.461 0.120
H -2.150 3.946 0.832 0.120
H -0.913 4.742 -0.149 0.124
H -1.220 1.736 0.330 0.104
H 0.051 2.769 1.007 0.118
H 2.234 -1.112 -3.621 0.088
H 2.260 -1.160 -6.076 0.108
H 2.623 0.922 -7.361 0.108
H 2.985 3.059 -6.165 0.107
H 2.975 3.116 -3.712 0.101
H 5.307 1.203 -2.882 0.101
H 7.572 1.687 -2.036 0.108
H 7.915 2.231 0.351 0.107
H 5.984 2.292 1.893 0.103
H 3.723 1.800 1.063 0.087
C -2.094 -0.888 -0.546 -0.428
Si -2.633 -1.610 1.042 0.603
C -1.581 -1.048 2.619 -0.141
N -0.197 -1.030 2.389 -0.084
C 0.528 -2.280 2.243 -0.138
C 1.452 -2.513 3.448 -0.143
C 2.366 -1.308 3.646 -0.186
C 1.521 -0.052 3.838 -0.146
C 0.605 0.152 2.623 -0.144
C -2.583 -3.476 1.007 -0.281
C -2.392 -4.169 -0.190 -0.087
C -2.407 -5.557 -0.221 -0.069
C -2.614 -6.278 0.946 -0.074
C -2.813 -5.608 2.147 -0.077
C -2.799 -4.221 2.172 -0.115
C -4.346 -0.979 1.477 -0.250
C -5.450 -1.834 1.445 -0.081
C -6.728 -1.358 1.715 -0.073
C -6.920 -0.019 2.021 -0.080
C -5.835 0.847 2.053 -0.085
C -4.562 0.369 1.780 -0.114
H -2.454 0.139 -0.674 -0.042
H -2.549 -1.480 -1.351 -0.018
H -1.844 -1.763 3.408 0.116
H -1.927 -0.059 2.919 0.092
H 1.134 -2.218 1.335 0.105
H -0.185 -3.092 2.123 0.117
H 2.032 -3.417 3.267 0.125
H 0.847 -2.671 4.346 0.123
H 3.005 -1.183 2.766 0.117
H 3.015 -1.461 4.508 0.120
H 2.150 0.832 3.946 0.120
H 0.913 -0.149 4.742 0.124
H 1.220 0.330 1.736 0.104
H -0.051 1.007 2.769 0.118
H -2.234 -3.621 -1.112 0.088
H -2.260 -6.076 -1.160 0.108
H -2.623 -7.360 0.922 0.108
H -2.985 -6.165 3.059 0.107
H -2.975 -3.712 3.117 0.101
H -5.307 -2.882 1.203 0.101
H -7.572 -2.036 1.688 0.108
H -7.915 0.351 2.231 0.107
H -5.984 1.893 2.292 0.103
H -3.723 1.062 1.800 0.087
```